(1)
Density functional theory data (ωB97M-V with the def2-TZVPD basis set) for a cluster of 2 separate species, C6H17NO in total at a distorted geometry.

The value obtained for the HOMO energy is -8.9 eV. As for the total energy: -10034.14236 eV. Its energy above the lowest of the compared OMol25 structures with the same formula, charge and spin is 33.21 kcal/mol. Its maximum force is 2.664 eV Å⁻¹. For the HOMO-LUMO gap, the calculation gives 0.3616 Ha. The SMILES is CCCCCCN.O.

```
! RIJCOSX wB97M-V def2-TZVPD def2/J DEFGRID3
* xyz 0 1
C -3.8138 1.3857 -0.9767
C -2.4040 0.7336 -1.1396
C -1.3720 1.4749 -0.2438
C -0.3074 0.5362 0.4973
C 1.0063 0.5501 -0.2780
C 2.1026 -0.0605 0.6785
N 1.8846 -1.4758 0.9808
H -3.5797 2.3914 -0.5987
H -4.4547 0.8401 -0.2892
H -4.1641 1.7816 -1.9712
H -2.1027 0.8048 -2.1893
H -2.4331 -0.3452 -0.8615
H -1.9900 2.0142 0.4778
H -0.6787 2.0454 -0.8551
H -0.1864 0.7707 1.5449
H -0.6745 -0.4898 0.4973
H 1.4300 1.4530 -0.6973
H 0.8550 -0.0168 -1.1889
H 3.0876 -0.0176 0.2406
H 2.0376 0.4572 1.6589
H 0.9233 -1.7736 0.8481
H 2.4389 -2.0772 0.3814
O 3.8993 -3.9306 1.0717
H 3.9525 -3.5063 1.9323
H 4.5435 -3.5456 0.4796
*
```

Atom charges from the Mulliken analysis, given in e for atoms 1 to 2:
1 C -1.139
2 C -0.309

=====

(2)
Density functional theory data (ωB97M-V with the def2-TZVPD basis set) for a cluster of 2 separate species, C6H17NO2 in total at a distorted geometry.

The value obtained for the HOMO energy (spin up / spin down) is -14.5 / -14.4 eV. As for the total energy: -12073.04365 eV. The expectation value of S² is 0.755. Its energy above the lowest of the compared OMol25 structures with the same formula, charge and spin is 21.28 kcal/mol. Its maximum force is 4.394 eV Å⁻¹. For the HOMO-LUMO gap (spin up / spin down), the calculation gives 0.4282 / 0.2386 Ha.

```
! RIJCOSX wB97M-V def2-TZVPD def2/J DEFGRID3
* xyz 1 2
C -0.3964 -1.0073 1.1882
C -1.7870 -1.4331 0.7082
O -1.8047 -1.5194 -0.6993
C -0.2694 0.5116 1.4956
N -0.0821 1.4568 0.4212
C 1.1304 1.2869 -0.4157
C 1.0321 0.3165 -1.6105
C -1.2860 1.7060 -0.4079
H -0.1341 -1.5737 2.1516
H 0.4256 -1.3059 0.3946
H -2.0590 -2.4468 1.0278
H -2.6350 -0.7195 1.0106
H -1.5539 -0.6508 -1.1177
H -1.1415 0.8570 2.1183
H 0.5948 0.6620 2.2316
H 1.4401 2.2676 -0.7630
H 1.9538 0.9939 0.2381
H 0.4004 0.7263 -2.4071
H 0.6331 -0.6760 -1.3909
H 2.0035 0.1601 -2.0799
H -1.1715 2.5991 -1.0203
H -2.1222 1.9493 0.2734
H -1.5913 0.8659 -1.1059
H 2.9732 -2.3176 -0.4799
H 2.3174 -1.1217 0.1477
O 3.1294 -1.5875 0.0912
*
```

Atom charges from the Mulliken analysis, given in e for atoms 1 to 2:
1 C 0.100
2 C -0.446

=====

(3)
Density functional theory data (ωB97M-V with the def2-TZVPD basis set) for a cluster of 5 separate species, C6H17NO4 in total at a distorted geometry.

The value obtained for the HOMO energy (spin up / spin down) is 0.6 / -5.0 eV. As for the total energy: -16173.95244 eV. The expectation value of S² is 0.750. Its energy above the lowest of the compared OMol25 structures with the same formula, charge and spin is 31.18 kcal/mol. Its maximum force is 13.915 eV Å⁻¹. For the HOMO-LUMO gap (spin up / spin down), the calculation gives 0.0998 / 0.3005 Ha.

```
! RIJCOSX wB97M-V def2-TZVPD def2/J DEFGRID3
* xyz -1 2
C -2.4331 2.3392 0.2343
C -1.5068 1.2423 0.0168
C -1.2491 0.2534 0.9879
N -0.5236 -0.7274 0.3945
C -0.4517 -0.5019 -0.9459
C -0.9219 0.7898 -1.1829
C -0.7051 1.4640 -2.3990
H -2.5064 2.7411 1.2381
H -3.5149 1.9559 0.1590
H -2.1865 3.0283 -0.6186
H -1.7755 0.4206 1.8826
H -0.0885 -1.5320 0.8023
H 0.1380 -1.2537 -1.5048
H -1.7265 1.4761 -3.1745
H -0.4974 2.5069 -2.3201
H 0.0375 0.9777 -3.0985
H -0.2783 -4.4599 1.2544
H 1.1359 -4.0523 1.6828
O 0.3936 -3.8755 1.0619
H 3.2319 -2.0012 0.1215
H 2.3676 -1.5356 -1.1514
O 2.5601 -1.6583 -0.1929
H 1.9320 1.9013 -0.1832
H 0.8949 1.1972 0.4901
O 1.4774 1.8477 0.5389
H 2.2537 -1.4573 1.5747
H 2.1050 -0.0783 2.1054
O 1.8379 -1.0081 2.2268
*
```

Atom charges from the Mulliken analysis, given in e for atoms 1 to 2:
1 C -1.317
2 C 0.950

=====

(4)
Density functional theory data (ωB97M-V with the def2-TZVPD basis set) for a cluster of 2 separate species, C6H17NSi in total at a distorted geometry.

The value obtained for the HOMO energy is -8.1 eV. As for the total energy: -15862.03774 eV. Its energy above the lowest of the compared OMol25 structures with the same formula, charge and spin is 81.46 kcal/mol. Its maximum force is 6.258 eV Å⁻¹. For the HOMO-LUMO gap, the calculation gives 0.3266 Ha.

```
! RIJCOSX wB97M-V def2-TZVPD def2/J DEFGRID3
* xyz 0 1
C -2.2156 -0.5214 -1.4221
C -2.8992 -0.0640 0.8505
C 2.0965 -1.5765 0.2448
C 2.8020 0.7080 -0.0956
C -1.7064 -0.5855 0.0052
C 1.5983 -0.2991 -0.3617
N -0.0898 2.1209 0.0742
Si -0.0793 0.4088 0.2866
H -2.5562 0.5134 -1.7226
H -1.4837 -0.6677 -2.0892
H -2.9465 -1.1771 -1.7120
H -3.7160 -0.5874 0.5673
H -3.1888 1.0441 0.6614
H -2.6333 -0.0472 1.8417
H 1.2428 -2.4099 0.3503
H 2.7767 -2.1165 -0.3254
H 2.4654 -1.4832 1.1775
H 3.1993 1.2238 -1.0087
H 3.4818 0.0228 0.3502
H 2.4968 1.4773 0.6925
H -1.6425 -1.5908 0.1895
H 1.7066 -0.2587 -1.4867
H 0.7284 2.5433 -0.3380
H -0.2658 2.7459 0.8095
H 0.8285 0.5768 2.4609
*
```

Atom charges from the Mulliken analysis, given in e for atoms 1 to 2:
1 C -1.850
2 C -1.700